# 1
C15H27N3O13PS4 | wB97M-V/def2-TZVPD

Structure (XYZ):
```
63
Properties=species:S:1:pos:R:3:forces:R:3
O 1.2931 1.6823 2.6877 4.1 -1.8 -3.4
P 2.3943 0.9866 1.7925 -0.8 3.3 3.5
O 2.9100 1.9278 0.4133 -1.0 -3.6 1.1
O 3.8793 0.6312 2.7013 -2.3 2.2 -1.9
S 1.5212 -0.8993 1.1146 0.5 -8.2 0.0
O 2.3458 -1.5178 -0.0387 -2.2 3.3 2.7
O 1.7136 -1.8726 2.3435 -1.1 4.4 -3.4
N -0.1972 -0.8098 0.8456 2.6 2.3 -1.3
S -0.6184 0.0214 -0.6263 -2.2 -4.6 -4.9
O 0.1914 -0.4473 -1.8872 -1.5 2.3 4.4
O -2.1094 -0.3929 -0.9408 4.5 2.2 2.2
C -0.4820 1.8866 -0.5659 0.1 2.3 -0.4
C -1.8878 2.6885 -0.3180 -0.7 0.7 0.3
C -1.9809 3.4153 1.1708 -0.7 1.3 -1.7
S -2.4047 2.2252 2.5676 -0.4 -0.9 -0.5
C -4.1813 1.5570 2.3511 -0.6 0.6 -1.1
S -5.4854 2.6439 2.2607 2.4 -2.6 0.0
N -4.2825 0.0341 2.2388 -0.1 -2.4 0.7
C -4.6376 -0.8115 1.0356 0.9 -3.5 3.4
C -4.5027 -2.3407 1.6120 0.2 4.7 0.7
N -4.1145 -2.3660 3.0831 -0.9 6.8 -3.5
C -3.9978 -0.8742 3.4149 -0.6 -2.2 -3.0
H 2.9480 1.2421 -0.3419 0.0 1.3 1.3
H 4.2571 1.5373 2.9468 -0.8 -1.6 -0.4
H 0.3146 2.2952 0.2069 -1.6 -1.3 -1.4
H -0.0892 2.2291 -1.6404 -0.8 -1.3 2.3
H -1.9638 3.5456 -1.1455 0.3 -1.8 1.9
H -2.8607 2.0501 -0.4309 2.1 0.8 0.0
H -2.8306 4.2454 1.1828 1.8 -1.7 -0.3
H -0.9464 3.9784 1.3390 -2.2 -1.5 0.4
H -4.9134 -0.4420 -0.0625 0.9 -0.6 3.0
H -4.6785 -3.2967 0.9291 0.5 2.3 1.9
H -3.7216 -0.3748 4.4505 -0.6 -1.4 -2.5
C -5.1831 -8.2270 -2.0431 0.0 0.3 -0.2
C -4.3518 -8.4795 -0.7968 -0.5 0.0 0.0
O -2.9838 -8.1045 -1.0001 0.3 0.7 0.1
C -2.7337 -6.7721 -1.0100 -0.1 0.8 -0.1
O -3.5572 -5.8812 -0.8541 1.1 -1.5 -0.2
O -1.4093 -6.5936 -1.2446 -1.3 -0.6 0.3
C -1.0294 -5.2269 -1.3894 0.3 0.8 0.0
H -4.7433 -8.7349 -2.9075 -0.1 -0.1 0.2
H -6.2068 -8.5850 -1.9035 0.1 0.0 0.0
H -5.2252 -7.1614 -2.2897 0.0 -0.2 0.2
H -4.3557 -9.5517 -0.5731 0.3 0.2 0.0
H -4.7652 -7.9659 0.0784 0.2 0.1 -0.2
H -1.3402 -4.6341 -0.5232 0.0 -0.1 -0.3
H -1.4563 -4.8191 -2.3110 0.0 0.0 0.3
H 0.0605 -5.1822 -1.4637 -0.2 -0.3 0.1
C 5.6037 4.0726 0.9068 0.3 0.2 0.0
C 4.7715 4.0813 -0.3643 -0.1 -0.6 0.5
O 4.7540 5.3823 -0.9648 1.0 0.7 -0.9
C 5.8938 5.7541 -1.5976 0.3 -0.6 0.3
O 6.9115 5.0843 -1.7059 -1.5 1.1 0.0
O 5.7194 7.0119 -2.0755 0.0 -0.8 0.3
C 6.8888 7.5682 -2.6723 0.3 0.2 -0.2
H 5.2498 4.8402 1.6026 -0.1 -0.1 -0.1
H 5.5498 3.0966 1.3968 -0.1 0.1 -0.1
H 6.6558 4.2930 0.7005 -0.2 -0.1 -0.1
H 3.7337 3.8336 -0.1164 0.3 0.4 -0.3
H 5.1194 3.3309 -1.0830 0.1 0.2 0.1
H 7.2801 6.9181 -3.4612 0.0 0.0 0.3
H 7.6483 7.7456 -1.9044 0.0 -0.2 -0.2
H 6.6189 8.5285 -3.1202 -0.2 -0.2 0.2
```
Positions in Å, forces in eV/Å.

Summary:
**E**: -3664.02443 a.u.
**Frontier orbital gap**: 6.41 eV
**Molecular weight**: 616.63 g mol⁻¹
**Lowest unoccupied orbital energy**: 0.73 eV
**Total charge**: -1

---

# 2
C2H4N2Se | wB97M-V/def2-TZVPD

Structure (XYZ):
```
9
Properties=species:S:1:pos:R:3:forces:R:3
C -0.9998 1.3646 -0.1556 -2.3 1.3 1.0
N -0.4863 0.2110 -0.1779 -1.2 0.7 1.0
N 0.6633 -0.1051 -0.6073 4.2 -2.2 -1.4
C 1.3903 -1.2375 -0.1504 -0.3 3.1 2.1
Se 2.7522 0.2529 0.0324 -1.8 0.4 -0.2
H -0.5862 2.4099 -0.2715 0.3 -1.5 0.0
H -2.1029 1.3164 0.1112 1.4 0.3 -0.5
H 1.2422 -1.6029 0.8580 -0.6 -0.4 -0.2
H 1.8447 -1.8253 -0.8535 0.3 -1.6 -1.8
```
Positions in Å, forces in eV/Å.

Summary:
**E**: -2589.40425 a.u.
**Frontier orbital gap**: 7.60 eV
**Molecular weight**: 135.03 g mol⁻¹
**SMILES string**: C=NN1C[Se]1
**Lowest unoccupied orbital energy**: -0.97 eV
**Energy relative to the best compared isomer or geometry (same formula, charge and spin)**: 51.1 kcal per mole
**Total charge**: 0

---

# 3
C24H22NO2PSSeZn | wB97M-V/def2-TZVPD

Structure (XYZ):
```
53
Properties=species:S:1:pos:R:3:forces:R:3
Zn -0.6690 -1.2833 -2.1361 0.1 0.8 0.5
O 1.1388 -1.1204 -2.8221 0.0 -0.3 -0.4
C 2.2636 -0.8346 -2.3375 -0.2 -0.1 0.0
C 2.6205 -1.2578 -0.9103 0.1 0.2 0.1
C 3.9794 -1.5661 -0.7537 0.0 0.0 0.0
C 4.5777 -1.6165 0.4876 0.0 0.0 0.0
C 3.8495 -1.2731 1.6270 0.0 0.0 0.0
C 2.5046 -0.9897 1.5096 0.0 -0.2 0.0
C 1.8719 -1.0426 0.2629 -0.1 0.0 -0.2
P 0.0654 -1.0558 0.1709 0.0 -0.2 0.0
C -0.5620 0.4002 1.0442 0.1 0.1 -0.1
C -1.8914 0.4384 1.4629 0.0 0.0 0.0
C -2.4203 1.6033 1.9975 0.0 0.0 0.0
C -1.6307 2.7398 2.1158 0.0 0.0 0.0
C -0.3091 2.7093 1.6923 0.0 0.0 0.0
C 0.2220 1.5468 1.1514 0.0 0.0 0.0
C -0.4559 -2.4836 1.1649 0.1 0.0 0.1
C -0.7039 -3.6810 0.4997 0.0 0.0 0.0
C -1.0783 -4.8152 1.2039 0.0 0.0 0.0
C -1.2118 -4.7571 2.5829 0.0 0.0 0.0
C -0.9707 -3.5660 3.2552 0.0 0.0 0.0
C -0.5939 -2.4341 2.5506 0.0 0.0 0.0
H 4.5634 -1.7286 -1.6525 0.0 0.1 0.0
H 5.6253 -1.8758 0.5750 0.0 0.0 0.0
H 4.3319 -1.2419 2.5953 0.0 0.0 0.0
H 1.9198 -0.7652 2.3951 0.0 0.0 0.0
H -2.5167 -0.4403 1.3597 0.0 0.0 0.0
H -3.4530 1.6223 2.3212 0.0 0.0 0.0
H -2.0439 3.6449 2.5425 0.0 0.0 0.0
H 0.3129 3.5909 1.7882 0.0 0.0 0.0
H 1.2513 1.5275 0.8127 0.0 0.0 0.0
H -0.6137 -3.7361 -0.5801 0.0 0.0 0.0
H -1.2783 -5.7359 0.6728 0.0 0.0 0.0
H -1.5133 -5.6380 3.1345 0.0 0.0 0.0
H -1.0795 -3.5184 4.3310 0.0 0.0 0.0
H -0.4163 -1.5061 3.0809 0.0 0.0 0.0
O -0.6533 0.8761 -2.1672 -0.2 -0.1 0.2
S -0.8156 2.0147 -3.1433 0.0 0.1 0.0
C -1.7521 3.2649 -2.2017 0.1 0.0 0.0
C -0.9020 4.5276 -2.1639 0.0 0.0 0.0
C 0.5329 4.0411 -1.9761 0.0 0.0 0.0
C 0.7359 2.9587 -3.0286 0.0 -0.1 0.0
H -1.8346 2.8081 -1.2119 0.0 0.0 0.0
H -2.7431 3.3820 -2.6347 0.0 0.0 0.0
H -1.2317 5.1933 -1.3660 0.0 0.0 0.0
H -0.9902 5.0747 -3.1061 0.0 0.0 0.0
H 0.6486 3.6107 -0.9793 0.0 0.0 0.0
H 1.2631 4.8426 -2.0858 0.0 0.0 0.0
H 1.4995 2.2129 -2.8016 0.0 0.0 0.0
H 0.9331 3.3750 -4.0177 0.0 0.0 0.0
Se -3.0547 -1.1216 -2.0255 0.0 -0.3 -0.3
C -3.5178 -2.9026 -2.1156 0.0 0.0 0.0
N -3.8043 -4.0186 -2.1715 0.0 0.0 0.0
```
Positions in Å, forces in eV/Å.

Summary:
**E**: -6053.22946 a.u.
**Frontier orbital gap**: 6.87 eV
**Molecular weight**: 563.84 g mol⁻¹
**Lowest unoccupied orbital energy**: 0.22 eV
**Energy relative to the best compared isomer or geometry (same formula, charge and spin)**: 27.3 kcal per mole
**Total charge**: 0

---

# 4
C5H11O2 | wB97M-V/def2-TZVPD

Structure (XYZ):
```
18
Properties=species:S:1:pos:R:3:forces:R:3
C -1.6099 0.6770 1.1798 1.3 -3.4 -1.4
O -2.7000 -1.3408 -0.7250 1.0 -0.7 -0.3
C -1.0336 0.7787 -0.2427 -1.7 -0.8 -0.2
C -0.1108 -0.3647 -0.5844 1.1 0.6 -0.6
C 1.1484 -0.6158 0.2666 -2.3 1.8 2.6
C 2.4686 0.0135 -0.3454 0.5 1.1 0.1
O 3.5941 -0.3132 0.3180 -1.7 0.4 -0.9
H -2.3862 1.3402 1.3340 -0.9 2.4 1.0
H -2.3392 -0.1953 0.8497 1.9 0.4 2.0
H -0.7515 0.5115 1.9687 -2.4 0.3 -1.2
H -0.6396 1.7127 -0.5555 0.7 1.1 0.0
H -1.9361 0.5163 -0.8704 1.1 1.2 0.2
H 0.1836 -0.2329 -1.6516 0.0 -0.1 0.5
H -0.7652 -1.2829 -0.7322 -0.9 -0.6 0.6
H 0.9587 -0.2713 1.4119 0.6 -1.0 -2.6
H 1.4119 -1.6241 0.2027 0.3 -1.7 0.5
H 2.2515 -0.4566 -1.3224 1.1 0.1 -0.7
H 2.2556 1.1477 -0.5021 0.4 -1.1 0.3
```
Positions in Å, forces in eV/Å.

Summary:
**E**: -347.28504 a.u.
**Frontier orbital gap**: 3.49 eV
**Molecular weight**: 103.14 g mol⁻¹
**Lowest unoccupied orbital energy**: 0.17 eV
**Energy relative to the best compared isomer or geometry (same formula, charge and spin)**: 228.8 kcal per mole
**Total charge**: -1

---

# 5
C6H9N | wB97M-V/def2-TZVPD

Structure (XYZ):
```
16
Properties=species:S:1:pos:R:3:forces:R:3
C -1.9953 -0.1711 1.7051 -0.2 -1.3 -0.1
C -0.8411 0.0672 0.8047 1.6 2.6 -1.4
C 0.0150 1.1695 0.8074 -0.5 0.3 1.4
N 0.8207 1.1607 -0.2925 0.7 -2.3 -0.2
C 0.6635 -0.0705 -0.9293 -0.7 0.9 -0.6
C 1.7706 -0.5763 -1.7822 0.1 -0.9 -1.1
C -0.4829 -0.6062 -0.4173 -1.3 -0.9 1.5
H -1.8569 0.1219 2.7470 0.1 0.4 -0.2
H -2.1172 -1.2619 1.7531 -0.3 0.1 0.0
H -2.9297 0.2365 1.3038 0.1 0.1 0.2
H 0.2086 1.8856 1.6012 -0.4 0.1 -0.3
H 1.6464 1.6803 -0.5228 0.1 0.4 0.7
H 2.1462 -1.5542 -1.4553 0.0 0.4 0.7
H 2.6002 0.1308 -1.7701 0.0 -0.1 -0.1
H 1.5627 -0.8680 -2.8266 -0.4 0.8 0.1
H -1.2107 -1.3443 -0.7265 0.9 -0.7 -0.5
```
Positions in Å, forces in eV/Å.

Summary:
**E**: -288.74515 a.u.
**Frontier orbital gap**: 8.65 eV
**Molecular weight**: 95.14 g mol⁻¹
**SMILES string**: Cc1c[nH]c(C)c1
**Lowest unoccupied orbital energy**: 1.04 eV
**Energy relative to the best compared isomer or geometry (same formula, charge and spin)**: 23.1 kcal per mole
**Total charge**: 0

---

# 6
C20H60NO13 | wB97M-V/def2-TZVPD

Structure (XYZ):
```
94
Properties=species:S:1:pos:R:3:forces:R:3
N -0.3365 -0.2821 0.8727 0.4 1.8 -0.5
O -0.5765 -0.0111 2.1217 0.8 -1.2 -3.1
O 0.6445 -1.0021 0.4877 -2.2 1.0 1.3
O -1.0245 0.3599 -0.0383 0.8 -1.8 2.2
C -4.7645 -1.3731 -2.8223 -5.5 -1.4 -0.7
C -3.6715 -0.6101 -2.2463 0.1 0.9 -0.2
O -3.1065 -1.4641 -1.2833 1.1 1.0 0.0
H -5.6045 -1.6121 -2.0453 2.0 -0.5 -0.4
H -4.6485 -2.2831 -3.5123 0.5 1.3 1.4
H -5.5335 -0.7491 -3.3103 0.9 0.5 -0.9
H -4.0775 0.4099 -1.8513 0.9 -1.6 -0.4
H -2.9415 -0.4631 -3.0463 0.2 0.6 0.1
H -2.2845 -1.0071 -1.0393 0.0 -0.4 0.6
C 2.1705 3.5309 -1.2233 0.3 -4.2 -3.0
C 2.0905 2.3809 -0.2543 3.1 -0.2 -0.1
O 3.4425 2.2089 0.4257 -2.6 0.7 -1.6
H 1.0885 3.5459 -1.5223 6.0 0.9 0.6
H 2.7395 3.4289 -2.1583 0.5 -0.3 0.6
H 2.2485 4.4379 -0.8223 1.1 3.6 2.1
H 1.7485 1.3779 -0.6263 0.5 0.8 -0.4
H 1.3235 2.6099 0.4727 0.5 -0.1 0.9
H 3.0475 1.6039 1.0267 0.9 -1.6 1.9
C -0.2395 3.6799 -0.9323 0.8 -6.6 0.6
C 0.0225 3.3039 -2.4033 -6.7 6.0 0.4
O -1.1925 3.2479 -3.0503 -1.8 1.6 -0.9
H 0.6125 3.6559 -0.2883 -1.4 1.7 0.7
H -0.5615 2.6969 -0.5203 -1.3 0.6 -0.3
H -0.8115 4.4109 -0.7063 -4.4 4.8 0.9
H 0.6505 2.5909 -2.3943 3.2 -5.5 -0.9
H 0.5175 4.0329 -2.8893 1.6 3.2 -1.8
H -1.5795 2.4039 -2.7663 -0.2 0.8 -0.6
C -4.3335 -1.4121 3.3297 1.0 -3.2 -1.3
C -3.6445 -1.4101 1.9567 -1.7 0.7 -2.2
O -4.5015 -1.9431 0.8817 -2.1 -0.7 2.5
H -5.2285 -0.8371 3.3667 -1.2 -0.4 -0.3
H -3.7675 -0.9801 4.0867 1.8 1.1 1.0
H -4.2785 -2.5341 3.6567 -1.3 1.9 -0.5
H -2.8665 -2.1081 1.8747 1.8 -0.5 0.8
H -3.3575 -0.4261 1.5917 0.4 0.2 0.5
H -4.3575 -1.6871 -0.0223 1.2 0.6 0.0
C -0.6115 0.8029 -5.0523 1.9 5.0 4.3
C -0.2065 0.2639 -3.6643 7.1 12.3 -0.7
O -0.5795 1.2499 -2.6783 -0.3 -3.5 -3.8
H -1.6975 0.9639 -4.9493 0.4 1.4 0.1
H -0.7105 0.0419 -5.6543 1.0 -4.0 -4.1
H 0.1735 1.7679 -5.2893 -3.0 -2.8 0.1
H 0.9485 0.3489 -3.3573 -1.8 -1.2 -2.0
H -0.4915 -0.5711 -3.5233 -4.1 -11.0 2.3
H -0.8685 0.9029 -1.9113 -1.2 -2.7 4.4
C 0.5395 -5.2081 -2.4083 -4.1 -0.8 1.2
C 0.8995 -4.1151 -1.4453 -5.8 0.1 -2.7
O -0.4035 -3.8531 -0.8143 1.5 2.9 0.2
H -0.2105 -4.8951 -3.2203 1.0 0.3 1.4
H -0.0825 -6.0881 -1.9063 2.0 1.5 -0.8
H 1.3735 -5.4161 -2.9263 3.0 -2.0 -1.9
H 1.1765 -3.2551 -1.9963 0.3 1.1 -0.9
H 1.5335 -4.1341 -0.6913 3.5 -1.6 3.2
H -0.2185 -2.8801 -0.6373 -1.3 -1.5 0.4
C 3.4285 1.6029 3.8337 3.3 0.8 0.8
C 2.3955 0.5059 3.6457 -0.1 5.4 -5.2
O 2.6575 0.0339 2.3007 -0.1 0.0 1.0
H 3.5075 2.4059 3.0117 -0.4 -1.4 1.3
H 4.5815 1.2969 4.1327 -2.7 -0.1 -1.6
H 3.2825 2.0519 4.7997 -0.8 0.9 0.4
H 1.3765 0.9829 3.6907 0.8 -0.6 0.0
H 2.4995 -0.1491 4.3547 0.4 -4.3 3.8
H 1.8355 -0.2961 1.9477 -0.5 -0.6 -0.5
C 1.5935 -3.9111 4.6067 2.1 -1.8 -0.7
C 1.3245 -2.9901 3.4447 3.2 0.0 -2.6
O 0.1225 -2.4211 3.6767 -2.5 -0.1 0.7
H 1.6215 -3.4061 5.5617 -0.2 0.1 0.2
H 2.5885 -4.5501 4.5057 -1.9 1.5 0.0
H 0.7885 -4.6461 4.5267 0.0 0.0 0.6
H 1.4205 -3.6781 2.4527 -0.6 1.5 1.8
H 2.0585 -2.1211 3.2667 -0.3 -1.7 0.4
H -0.0505 -1.6091 3.2037 0.1 0.4 -0.6
C -1.5565 3.0649 3.5407 1.7 3.7 -2.3
C -1.6745 3.3379 1.9527 1.8 -3.5 2.5
O -2.5795 2.3569 1.5547 -2.0 0.3 -1.1
H -0.8885 3.9849 3.8797 -0.3 -2.4 -0.1
H -1.1785 1.9989 3.6157 -0.9 1.6 0.8
H -2.5045 3.5409 3.8217 -0.3 -1.7 0.8
H -0.6935 3.1099 1.4767 -0.6 0.9 0.3
H -2.0665 4.3099 1.8207 -0.3 1.0 -0.7
H -2.2125 1.4989 1.3177 0.7 0.3 0.0
C 3.6955 -1.0311 -1.5153 3.4 6.4 3.1
C 3.9725 0.0379 -2.4573 -1.6 1.8 -1.4
O 3.4745 -0.4191 -3.7213 1.8 0.8 -4.4
H 4.2625 -1.8061 -1.4753 3.8 -5.1 -0.9
H 2.8365 -1.2741 -1.1993 -7.4 -1.7 0.8
H 3.9625 -0.5981 -0.4783 0.2 0.0 -1.1
H 5.0205 0.2109 -2.5313 0.9 0.3 0.1
H 3.4335 1.0299 -2.2013 1.0 -1.5 -0.2
H 4.0425 -0.1091 -4.6113 -2.1 -0.9 4.1
```
Positions in Å, forces in eV/Å.

Summary:
**E**: -1830.14182 a.u.
**Frontier orbital gap**: 9.08 eV
**Molecular weight**: 522.69 g mol⁻¹
**Lowest unoccupied orbital energy**: 2.44 eV
**Energy relative to the best compared isomer or geometry (same formula, charge and spin)**: 453.3 kcal per mole
**Total charge**: -1